Record 1
{"formula": "C14H21F4MoN2OS2", "method": "ωB97M-V/def2-TZVPD", "elements": ["Mo", "C", "C", "N", "C", "C", "C", "C", "N", "C", "C", "F", "C", "F", "C", "C", "F", "C", "F", "H", "H", "H", "H", "H", "H", "H", "H", "H", "H", "H", "H", "H", "H", "H", "S", "C", "S", "C", "O", "H", "H", "H", "H", "H", "H"], "coordinates": [[-5.390288, -14.324011, 1.568476], [-1.841940, -12.369799, -0.431938], [-3.120442, -12.630257, 0.346821], [-3.508407, -14.068661, 0.425645], [-2.434013, -14.916308, 1.067779], [-1.420538, -15.527553, 0.091127], [-3.882539, -14.606334, -0.917293], [-4.549531, -15.955004, -0.755622], [-5.507893, -15.822349, 0.328287], [-6.438311, -16.848789, 0.555061], [-7.626111, -16.575685, 1.211678], [-7.891620, -15.277020, 1.543498], [-8.536955, -17.540270, 1.609334], [-9.584953, -17.171895, 2.371196], [-8.351198, -18.862911, 1.308048], [-7.199269, -19.159280, 0.616626], [-6.883475, -20.442744, 0.329867], [-6.259140, -18.189324, 0.251793], [-5.147704, -18.568241, -0.437130], [-1.677993, -11.298060, -0.572638], [-1.813209, -12.823914, -1.408144], [-0.954346, -12.719037, 0.094033], [-3.957008, -12.075978, -0.099582], [-3.044152, -12.296063, 1.371768], [-2.954452, -15.742852, 1.599482], [-1.951148, -14.281549, 1.793125], [-1.809922, -16.387641, -0.459552], [-0.512697, -15.832811, 0.609415], [-1.123312, -14.793462, -0.674144], [-3.056341, -14.657243, -1.642872], [-4.615177, -13.920864, -1.307517], [-3.849088, -16.750225, -0.515689], [-5.045361, -16.258302, -1.692457], [-9.023379, -19.655689, 1.638307], [-5.092219, -15.028326, 3.597933], [-5.044491, -10.037081, 2.678853], [-5.371383, -11.660604, 3.231181], [-6.823784, -11.473930, 4.198113], [-5.872063, -12.324769, 1.882492], [-5.934672, -9.597254, 2.237978], [-4.242748, -10.129722, 1.952653], [-4.663213, -9.402463, 3.458723], [-6.541538, -11.248845, 5.201583], [-7.258867, -12.470893, 4.201668], [-7.501388, -10.714339, 3.801722]], "atomic_forces_ev_per_a": [[0.4865, -0.2461, 1.5275], [0.5485, 0.5347, 0.4495], [-0.0796, -0.2025, -0.5705], [-0.1308, -0.3318, -0.2202], [-0.3917, -1.0466, -0.2326], [0.0994, 0.6041, -0.5666], [0.0200, -0.2507, -0.1076], [0.0205, -0.3531, -0.2268], [-0.7990, -0.2831, -0.1175], [0.0730, -0.0030, -0.0649], [-0.6828, 0.3539, 0.5391], [0.2010, -0.0550, 0.0324], [-0.3801, 0.6116, 0.5182], [0.3567, 0.0160, -0.4824], [0.1715, -0.6088, -0.0556], [1.0637, -0.5574, -0.4426], [-0.3436, 0.7151, 0.0906], [0.2252, -0.7099, -0.5340], [-0.6408, -0.0993, 0.5382], [-0.2432, -0.0472, 0.0247], [-0.2669, -0.1110, -0.3922], [-0.0680, -0.0907, 0.1476], [0.0938, -0.2415, 0.0196], [0.2406, 0.1850, 0.3286], [0.4272, 0.6364, -0.1848], [0.1486, 0.0857, 0.3544], [0.0370, 0.0584, 0.2836], [-0.1166, -0.0319, 0.1310], [0.0886, -0.3243, 0.3731], [-0.1614, 0.0786, 0.4627], [-0.3533, 0.4161, -0.3306], [0.2448, 0.0871, -0.0983], [0.1407, 0.2397, 0.2295], [0.1598, 0.3572, -0.1062], [-0.1281, 0.2781, -1.1765], [0.0056, 0.5964, -0.5360], [0.2957, -0.8373, -0.7965], [-0.6541, -0.1370, -0.5062], [0.1696, 0.5820, 0.7600], [-0.0279, 0.0019, -0.1400], [-0.0419, -0.0114, -0.2360], [0.0143, 0.1071, 0.6480], [0.3457, 0.2884, 0.7560], [-0.2337, -0.0249, -0.0155], [0.0652, -0.2290, -0.0744]], "multiplicity": 3, "fmax_ev_per_a": 1.62, "energy_ha": -1994.58601, "lumo_ev": [-3.57, -3.18], "charge": 1, "e_above_lowest_kcal_mol": 0.0}



Record 2
{"formula": "H3N2O2P", "method": "ωB97M-V/def2-TZVPD", "elements": ["N", "N", "O", "O", "P", "H", "H", "H"], "coordinates": [[1.001495, -0.199734, 0.860719], [-1.300503, -0.105541, -0.177527], [-1.110205, -1.311373, -0.170304], [-2.331878, 0.456337, -0.505707], [-0.005357, 0.988989, 0.349083], [1.924991, -0.004781, 1.198130], [0.815623, -1.149471, 0.545919], [1.005834, 1.325572, -2.100316]], "atomic_forces_ev_per_a": [[0.0028, -0.5267, -0.0030], [-0.1755, -0.4132, -0.1243], [-0.4037, -0.1619, -0.1769], [0.0151, -0.1250, -0.0522], [0.7329, 1.0874, -0.5070], [0.1532, 0.1044, 0.0683], [0.0649, 0.1255, 0.1210], [-0.3895, -0.0905, 0.6741]], "fmax_ev_per_a": 1.41, "energy_ha": -602.93941, "lumo_ev": [-1.03, -1.33], "e_above_lowest_kcal_mol": 139.7}